[1]
{
  "formula": "C5H9NO2",
  "method": "wB97M-V/def2-TZVPD",
  "largest_force_ev_per_a": 7.17,
  "homo_lumo_gap_ev": 8.544,
  "multiplicity": 1,
  "total_energy_ha": -400.9865,
  "e_above_lowest_kj_mol": 499.6,
  "symbols": ["C", "C", "N", "C", "C", "C", "O", "O", "H", "H", "H", "H", "H", "H", "H", "H", "H"],
  "xyz": [[-1.74772, -1.05494, 0.10559], [-2.78925, 0.00467, -0.08662], [0.06995, -0.50394, -0.36080], [0.18769, 0.52307, 0.38777], [2.19793, 0.62946, -0.17209], [3.11193, -0.19050, 0.33636], [2.54231, 1.77534, -0.83243], [-0.25520, 1.52982, 0.81398], [1.73407, 2.12864, -1.23496], [0.63904, -1.32007, -0.20668], [-1.67351, -1.44601, 1.11869], [-1.79633, -1.86934, -0.61303], [4.17212, 0.05317, 0.27897], [2.83943, -1.09137, 0.86900], [-2.77811, 0.73701, 0.72440], [-2.65853, 0.53192, -1.03523], [-3.79581, -0.43696, -0.09292]]
}

***

[2]
{
  "formula": "C5H9NO2",
  "method": "wB97M-V/def2-TZVPD",
  "largest_force_ev_per_a": 4.24,
  "homo_lumo_gap_ev": 10.391,
  "multiplicity": 1,
  "total_energy_ha": -401.0765,
  "e_above_lowest_kj_mol": 263.3,
  "smiles": "C=C(C)/C(O)=N/CO",
  "symbols": ["C", "C", "C", "C", "C", "N", "O", "O", "H", "H", "H", "H", "H", "H", "H", "H", "H"],
  "xyz": [[-1.87252, 1.28108, -0.44863], [-1.33952, 0.12955, -0.04218], [0.09708, -0.00313, 0.02561], [-2.14738, -1.06099, 0.35815], [2.36263, 0.80033, 0.32510], [0.94673, 0.84984, 0.25573], [0.52933, -1.68914, -0.28935], [2.99423, -0.28416, -0.29830], [-2.94240, 1.39929, -0.49928], [-1.26878, 2.12130, -0.74214], [-1.94254, -1.30904, 1.39921], [-3.20997, -0.86360, 0.24079], [-1.85207, -1.91422, -0.24592], [2.64792, 0.74789, 1.38364], [2.72320, 1.75863, -0.08188], [1.47018, -1.70211, -0.09574], [2.80388, -0.26152, -1.24480]]
}

***

[3]
{
  "formula": "C5H9NO2",
  "method": "wB97M-V/def2-TZVPD",
  "largest_force_ev_per_a": 3.16,
  "homo_lumo_gap_ev": 10.381,
  "multiplicity": 1,
  "total_energy_ha": -401.1165,
  "e_above_lowest_kj_mol": 158.1,
  "smiles": "[H]/N=C\\[C@](C)(O)C(C)=O",
  "symbols": ["C", "C", "C", "C", "C", "O", "N", "O", "H", "H", "H", "H", "H", "H", "H", "H", "H"],
  "xyz": [[-0.41475, 0.25278, -0.04469], [-1.25569, 1.30040, 0.68325], [2.01087, -0.71356, -0.22479], [1.07130, 0.30769, 0.38399], [-0.93357, -1.11699, 0.35348], [-0.57212, 0.40641, -1.45348], [-1.44005, -1.97813, -0.44799], [1.54089, 1.31639, 0.91969], [-0.31148, 1.31706, -1.68138], [-1.54320, -1.55714, -1.38622], [-0.47040, -1.37031, 1.38405], [-2.23558, 1.41505, 0.20656], [-1.42009, 1.03303, 1.73262], [-0.76374, 2.27827, 0.67056], [2.82451, -0.90331, 0.48009], [1.49766, -1.65891, -0.41197], [2.41546, -0.32872, -1.16379]]
}

***

[4]
{
  "formula": "C5H9NO2S",
  "method": "wB97M-V/def2-TZVPD",
  "largest_force_ev_per_a": 3.66,
  "homo_lumo_gap_ev": 10.200,
  "multiplicity": 1,
  "total_energy_ha": -799.1583,
  "e_above_lowest_kj_mol": 526.5,
  "symbols": ["C", "C", "C", "C", "C", "N", "O", "O", "S", "H", "H", "H", "H", "H", "H", "H", "H", "H"],
  "xyz": [[1.70780, -0.84022, 0.39973], [-1.00002, 0.46191, -0.41934], [2.18020, -0.97587, -1.07307], [2.91759, -0.57244, 0.15367], [-2.23242, 0.43162, -1.31032], [-0.67700, -0.70444, 0.12334], [-0.39565, 1.54146, -0.16489], [0.07546, -2.01986, 2.20166], [0.36330, -0.71063, 1.52984], [2.22814, -2.03535, -1.35303], [1.77595, -0.17137, -1.67613], [3.89676, -0.16792, 0.49098], [-0.95973, 3.36416, 3.10161], [-2.39709, 1.46242, -1.59196], [-2.03834, -0.20159, -2.13276], [-2.97057, -0.14201, -0.80366], [-1.14611, -1.68506, -0.04568], [-1.32825, 2.96520, 2.57000]]
}

***

[5]
{
  "formula": "C5H9NO2S",
  "method": "wB97M-V/def2-TZVPD",
  "largest_force_ev_per_a": 3.58,
  "homo_lumo_gap_ev": [7.881, 6.886],
  "multiplicity": 3,
  "total_energy_ha": -799.1139,
  "s2": 2.0113,
  "e_above_lowest_kj_mol": 157.9,
  "symbols": ["C", "C", "C", "C", "C", "N", "O", "O", "S", "H", "H", "H", "H", "H", "H", "H", "H", "H"],
  "xyz": [[-1.74987, 0.32100, -0.19906], [2.03902, -0.30609, -0.08725], [-2.43009, 1.38498, 0.48922], [-3.08944, 0.54669, -0.65893], [3.00461, 0.90348, 0.02028], [0.77952, 0.06202, -0.12577], [2.49672, -1.45176, -0.12207], [0.38976, -2.86726, 0.65311], [-0.53671, -0.76532, -0.42245], [-2.69062, 1.36750, 1.56974], [-2.31191, 2.45666, 0.13868], [-3.23149, 0.78263, -1.67524], [-3.93562, 0.03905, -0.18859], [3.55309, 0.57030, 0.96138], [3.59847, 1.04643, -0.87766], [2.33755, 1.80689, -0.05689], [1.33048, -2.31119, 0.58788], [0.44655, -3.58602, -0.00640]]
}

***

[6]
{
  "formula": "C5H9NO3",
  "method": "wB97M-V/def2-TZVPD",
  "largest_force_ev_per_a": 3.99,
  "homo_lumo_gap_ev": 9.683,
  "multiplicity": 1,
  "total_energy_ha": -476.3424,
  "e_above_lowest_kj_mol": 267.2,
  "smiles": "NC(=O)OC=O.C=CC",
  "symbols": ["C", "C", "C", "C", "N", "C", "O", "O", "O", "H", "H", "H", "H", "H", "H", "H", "H", "H"],
  "xyz": [[-0.20285, -0.83527, 1.04785], [1.08288, -0.40613, 1.07549], [-0.61076, -2.16424, 0.47789], [-0.72128, 0.75873, -0.71998], [-0.69655, -0.01454, -1.82381], [0.99830, 2.55866, -0.02104], [0.81285, 1.37023, -0.59121], [-1.63499, 1.36381, -0.25675], [2.06730, 2.95295, 0.35666], [-0.91129, -0.37465, 1.72516], [0.19656, -0.30034, -2.18330], [-1.53690, -0.05185, -2.38016], [0.06896, 3.14594, 0.07744], [1.41536, 0.38106, 1.73721], [1.84530, -0.86938, 0.46716], [0.13096, -2.54128, -0.22943], [-0.73321, -2.89826, 1.27790], [-1.57064, -2.07544, -0.03707]]
}

***

[7]
{
  "formula": "C5H9NO3",
  "method": "wB97M-V/def2-TZVPD",
  "largest_force_ev_per_a": 3.25,
  "homo_lumo_gap_ev": 9.091,
  "multiplicity": 1,
  "total_energy_ha": -476.2606,
  "e_above_lowest_kj_mol": 481.9,
  "smiles": "C=NOC(O)(O)C(=C)C",
  "symbols": ["C", "C", "C", "C", "N", "H", "H", "H", "H", "H", "H", "H", "C", "O", "O", "O", "H", "H"],
  "xyz": [[0.70131, -1.13614, -1.35905], [0.65863, -0.43610, -0.03194], [-2.62337, -0.31360, 0.76763], [1.28882, -0.90982, 1.05342], [-1.51923, -0.29361, 0.16675], [-0.28455, -1.14374, -1.82091], [1.01877, -2.17151, -1.25590], [1.36801, -0.62271, -2.05059], [-3.42609, 0.37603, 0.51407], [-2.81214, -1.10325, 1.47982], [1.27043, -0.37924, 1.99085], [1.85403, -1.82834, 1.01112], [0.24886, 1.07019, -0.13131], [0.55040, 1.69944, 1.08738], [0.90711, 1.71791, -1.18687], [-1.09725, 1.12147, -0.40739], [1.83113, 1.81809, -0.92613], [0.06513, 2.53493, 1.09905]]
}

***

[8]
{
  "formula": "C5H9NO3S",
  "method": "wB97M-V/def2-TZVPD",
  "largest_force_ev_per_a": 6.36,
  "homo_lumo_gap_ev": 8.652,
  "multiplicity": 1,
  "total_energy_ha": -874.3576,
  "e_above_lowest_kj_mol": 656.5,
  "smiles": "C=CSC[C@@H](OC)[N+](=O)[O-]",
  "symbols": ["C", "C", "C", "C", "C", "N", "O", "O", "O", "S", "H", "H", "H", "H", "H", "H", "H", "H", "H"],
  "xyz": [[-3.62075, 1.35105, 0.72874], [-2.42995, 1.01712, 0.31432], [2.69223, -1.89732, 0.15867], [-0.43695, -0.00365, -1.35383], [0.86044, -0.38561, -0.10932], [1.36505, 0.90501, 0.35094], [2.33852, 1.38801, -0.18016], [0.66846, 1.34562, 1.25480], [1.77345, -1.17802, -0.67268], [-2.03150, -0.41850, -0.67061], [-3.82828, 2.37135, 1.02598], [-4.54449, 1.00108, 0.35581], [-1.53598, 1.57983, 0.53644], [3.20580, -2.61433, -0.55042], [2.12177, -2.52643, 1.05433], [3.53742, -1.22014, 0.76257], [-0.31068, 0.95127, -1.68387], [-0.06017, -0.80016, -2.13965], [0.23561, -0.86619, 0.81792]]
}

***

[9]
{
  "formula": "C5H9NO4",
  "method": "wB97M-V/def2-TZVPD",
  "largest_force_ev_per_a": 4.50,
  "homo_lumo_gap_ev": 9.980,
  "multiplicity": 1,
  "total_energy_ha": -551.6368,
  "e_above_lowest_kj_mol": 139.1,
  "smiles": "N[C@@H](CCC(=O)O)C(=O)O",
  "symbols": ["C", "C", "C", "C", "C", "H", "H", "H", "H", "H", "H", "H", "H", "H", "N", "O", "O", "O", "O"],
  "xyz": [[0.85077, 0.34502, 0.36509], [2.45004, 0.10445, -0.06315], [0.00681, -0.80002, -0.19301], [-1.56149, -0.96465, 0.15136], [-2.59996, 0.16406, -0.09191], [0.73174, 1.98998, -0.86767], [0.72236, 2.32394, 0.69406], [0.85650, 0.18280, 1.49184], [0.39975, -1.74944, 0.19992], [0.16371, -0.77215, -1.22962], [-1.82543, -1.79487, -0.51949], [-1.65760, -1.33007, 1.18898], [-1.21108, 1.31631, -0.31887], [2.21924, -1.77620, -0.07303], [0.34790, 1.67927, 0.02288], [3.21719, 1.04597, 0.12394], [-3.72762, -0.09206, 0.18237], [-2.15557, 1.24178, -0.62647], [2.77274, -1.11411, -0.43723]]
}

***

[10]
{
  "formula": "C5H9NO4",
  "method": "wB97M-V/def2-TZVPD",
  "largest_force_ev_per_a": 2.33,
  "homo_lumo_gap_ev": 8.290,
  "multiplicity": 1,
  "total_energy_ha": -551.5242,
  "e_above_lowest_kj_mol": 434.7,
  "smiles": "C/C(O)=C(\\O)C(=O)N(C)O",
  "symbols": ["C", "C", "N", "C", "C", "C", "O", "O", "O", "O", "H", "H", "H", "H", "H", "H", "H", "H", "H"],
  "xyz": [[1.40989, -1.05665, 1.03936], [0.55134, 1.79917, -1.60326], [0.09014, -1.25014, 0.44501], [-0.95603, -0.37069, 0.95918], [-1.01363, 0.69611, 0.04243], [-0.14570, 0.59340, -1.06138], [-0.27790, -2.61959, 0.57044], [-1.65226, 1.87901, 0.34279], [-0.23077, -0.37567, -1.98976], [-1.60181, -0.62846, 1.96828], [-0.90414, -2.64170, 1.32363], [-1.97595, 1.81491, 1.25187], [-0.67772, -1.15118, -1.60771], [1.38205, -1.25070, 2.11770], [2.09930, -1.74452, 0.56456], [1.73764, -0.02810, 0.87989], [-0.16127, 2.61987, -1.70095], [1.36482, 2.10146, -0.94439], [0.96200, 1.61347, -2.59767]]
}

***

[11]
{
  "formula": "C5H9NOS",
  "method": "wB97M-V/def2-TZVPD",
  "largest_force_ev_per_a": 2.36,
  "homo_lumo_gap_ev": 9.170,
  "multiplicity": 1,
  "total_energy_ha": -724.0643,
  "e_above_lowest_kj_mol": 145.7,
  "smiles": "CNC(=O)/C=C\\SC",
  "symbols": ["C", "C", "C", "C", "C", "H", "H", "H", "H", "H", "H", "H", "H", "H", "N", "O", "S"],
  "xyz": [[-1.57656, 1.89499, 0.11812], [-1.56008, -0.59309, 0.01797], [-0.56654, -0.55515, 1.09881], [0.75797, -0.35384, 0.97555], [3.14932, 0.31895, -0.05169], [-2.20183, 2.11390, 1.03467], [-0.50875, 2.01216, 0.36722], [-1.96676, 2.60323, -0.60189], [-2.42246, 0.53355, -1.33434], [-1.08613, -0.74832, 2.07485], [1.47053, -0.18484, 1.87950], [3.33455, 1.38799, -0.27398], [3.23836, 0.21565, 1.04515], [3.96828, -0.32026, -0.44558], [-1.92060, 0.59018, -0.45613], [-1.92764, -1.65889, -0.45248], [1.48842, -0.17152, -0.61783]]
}

***

[12]
{
  "formula": "C5H9NOS",
  "method": "wB97M-V/def2-TZVPD",
  "largest_force_ev_per_a": 3.90,
  "homo_lumo_gap_ev": 9.681,
  "multiplicity": 1,
  "total_energy_ha": -724.1062,
  "e_above_lowest_kj_mol": 35.7,
  "smiles": "C[C@]1(S)CCNC1=O",
  "symbols": ["C", "C", "C", "C", "C", "H", "H", "H", "H", "H", "H", "H", "H", "H", "N", "O", "S"],
  "xyz": [[-0.44971, -0.51579, 1.73728], [-0.34329, -0.26582, 0.25188], [0.42361, -1.37035, -0.52178], [1.93357, -0.90861, -0.34584], [0.51521, 0.96451, -0.00309], [0.51001, -0.71377, 2.18269], [-0.96046, 0.33231, 2.24047], [-1.01810, -1.41080, 1.92690], [-1.68985, 0.90776, -1.35243], [0.21668, -2.31262, -0.04636], [0.06210, -1.44898, -1.57838], [2.43816, -1.34399, 0.47759], [2.44954, -1.15667, -1.26345], [2.52540, 1.09866, -0.10410], [1.77672, 0.53838, -0.19124], [0.16660, 2.13446, 0.05013], [-1.92373, -0.13874, -0.51600]]
}

***

[13]
{
  "formula": "C5H9NOS",
  "method": "wB97M-V/def2-TZVPD",
  "largest_force_ev_per_a": 4.27,
  "homo_lumo_gap_ev": [7.856, 7.191],
  "multiplicity": 1,
  "total_energy_ha": -723.9311,
  "e_above_lowest_kj_mol": 495.4,
  "symbols": ["C", "C", "C", "C", "C", "N", "O", "S", "H", "H", "H", "H", "H", "H", "H", "H", "H"],
  "xyz": [[0.00953, -0.16188, 1.65711], [-1.13871, -1.11554, -2.09028], [0.23784, -1.14915, 2.71315], [1.06514, 1.01293, -1.52575], [0.02459, 0.46508, -0.50769], [0.37808, -0.38267, 0.45762], [-1.01675, -0.82188, -3.21573], [-1.35527, 1.66411, -0.28346], [-0.28927, 0.87910, 1.90854], [-1.75257, -2.04121, -1.78935], [0.07703, -2.15174, 2.26282], [-0.20476, -0.96270, 3.64302], [1.18331, -1.06489, 3.04490], [1.58994, 1.82924, -1.00187], [1.74739, 0.27313, -1.68576], [0.48094, 1.40343, -2.30973], [-1.03645, 2.32464, -1.27756]]
}

***

[14]
{
  "formula": "C5H9NOS",
  "method": "wB97M-V/def2-TZVPD",
  "largest_force_ev_per_a": 2.15,
  "homo_lumo_gap_ev": 9.817,
  "multiplicity": 1,
  "total_energy_ha": -724.0574,
  "e_above_lowest_kj_mol": 163.7,
  "smiles": "O=C(S)C[C@@H]1CCN1",
  "symbols": ["C", "C", "C", "C", "C", "H", "H", "H", "H", "H", "H", "H", "H", "H", "N", "O", "S"],
  "xyz": [[1.11468, 0.91360, -0.91823], [0.84166, 1.03646, 0.54009], [-0.03186, -0.04855, 1.14865], [0.08267, -1.48170, 0.56236], [-1.29537, -1.17125, -0.11953], [0.60289, 1.52304, -3.07367], [1.89150, 1.07288, 0.99414], [0.35941, 1.98164, 0.77675], [-0.00278, 0.04827, 2.25825], [-0.00908, -2.35110, 1.26545], [0.94373, -1.61811, -0.06707], [-1.16583, -0.84905, -1.17228], [-2.11420, -1.93063, -0.02999], [-1.73407, 0.79381, 0.32248], [-1.47174, -0.06539, 0.80620], [1.85757, 0.09840, -1.39760], [0.13081, 2.04767, -1.89599]]
}

***

no.,molar mass (u)
1,115.1
2,115.1
3,115.1
4,147.2
5,147.2
6,131.1
7,131.1
8,163.2
9,147.1
10,147.1
11,131.2
12,131.2
13,131.2
14,131.2